The ion C34H49OSi4 with charge +1. Source: the OMol25 dataset; level of theory: ωB97M-V with the def2-TZVPD basis set.

```
88
Properties=species:S:1:pos:R:3
C 0.083 -5.505 0.880
Si 0.462 -3.970 1.929
C 0.230 -4.366 3.756
C 2.241 -3.405 1.698
Si -0.874 -2.162 1.253
Si -0.966 -2.320 -1.055
C -1.871 -3.742 -1.816
C -1.674 -0.680 -1.610
C 0.863 -2.370 -1.512
Si -3.004 -2.686 2.091
C -3.694 -4.184 1.180
C -2.931 -3.064 3.936
C -4.059 -1.156 1.817
O 0.050 -0.632 1.132
C -0.024 0.673 0.997
C 1.113 1.361 0.327
C 1.821 2.160 1.455
C 0.885 3.105 2.225
C -0.585 2.839 1.916
C -0.967 1.359 1.920
H 0.791 -6.286 1.202
H -0.936 -5.889 1.035
H 0.230 -5.343 -0.196
H 1.151 -4.854 4.108
H 0.075 -3.461 4.359
H -0.614 -5.046 3.929
H 2.871 -4.072 2.307
H 2.565 -3.472 0.653
H 2.398 -2.374 2.049
H -1.658 -3.657 -2.891
H -1.507 -4.711 -1.463
H -2.954 -3.687 -1.675
H -1.375 -0.522 -2.653
H -2.769 -0.682 -1.548
H -1.294 0.175 -1.022
H 0.899 -2.255 -2.609
H 1.411 -1.526 -1.066
H 1.387 -3.303 -1.235
H -4.546 -4.533 1.783
H -4.067 -3.908 0.186
H -2.989 -5.019 1.070
H -3.937 -2.858 4.335
H -2.682 -4.117 4.127
H -2.210 -2.426 4.467
H -5.072 -1.407 2.168
H -3.696 -0.297 2.400
H -4.117 -0.869 0.758
H 1.839 0.555 -0.017
H 2.352 1.478 2.167
H 2.619 2.741 0.967
H 1.076 3.014 3.307
H 1.124 4.134 1.936
H -1.248 3.443 2.551
H -0.725 3.196 0.892
H -2.024 1.257 1.578
H -0.944 0.971 2.969
C 1.107 2.152 -1.288
C 1.008 1.417 -2.656
C 2.015 0.484 -2.942
C 1.982 -0.320 -4.091
C 1.024 -0.131 -5.081
C 0.082 0.879 -4.875
C 0.105 1.688 -3.722
C 0.093 3.253 -1.138
C 0.718 4.453 -0.683
C 0.017 5.615 -0.360
C -1.374 5.559 -0.463
C -1.997 4.420 -1.011
C -1.266 3.286 -1.430
C 2.168 4.276 -0.726
C 2.434 2.967 -1.223
C 3.747 2.658 -1.547
C 4.762 3.482 -1.031
C 4.494 4.712 -0.411
C 3.175 5.161 -0.335
H 2.882 0.371 -2.275
H 2.712 -1.117 -4.203
H 1.031 -0.734 -5.992
H -0.692 1.040 -5.615
H -0.556 2.553 -3.705
H 0.582 6.503 -0.047
H -1.970 6.421 -0.153
H -3.085 4.395 -1.110
H -1.731 2.475 -2.004
H 4.033 1.836 -2.213
H 5.786 3.133 -1.116
H 5.310 5.327 -0.024
H 2.884 6.143 0.029
```

Output
Frontier orbital gap (Eh): 0.2393
Charge: +1
LUMO (Eh): -0.151
HOMO energy (eV): -10.6


A structure of composition C34H50BaN11O4PSSi. Source: the OMol25 dataset; level of theory: ωB97M-V with the def2-TZVPD basis set.

```
103
Properties=species:S:1:pos:R:3
Ba -0.240 -0.867 -0.039
N -0.235 0.313 2.614
C -1.508 0.819 3.091
C -1.953 1.991 2.223
N -1.949 1.656 0.806
C -3.127 1.938 0.006
C -3.857 0.680 -0.450
N -2.931 -0.237 -1.103
H 0.112 -0.496 3.117
H 0.481 1.034 2.619
H -1.493 1.142 4.142
H -2.247 0.014 3.013
H -1.305 2.855 2.421
H -2.966 2.281 2.519
H -1.122 2.022 0.350
H -2.837 2.512 -0.882
H -3.835 2.565 0.561
H -4.694 0.981 -1.095
H -4.289 0.174 0.420
H -2.487 0.210 -1.900
H -3.390 -1.068 -1.459
O 1.873 -1.166 -3.304
S 1.287 -0.045 -2.602
O -0.169 -0.005 -2.618
O 1.770 0.026 -1.206
C 1.857 1.453 -3.381
C 2.766 1.307 -4.421
C 3.220 2.419 -5.111
C 2.752 3.681 -4.764
C 1.846 3.811 -3.725
C 1.393 2.704 -3.002
P 0.172 2.980 -1.648
C -1.167 3.696 -2.657
C -1.523 5.041 -2.700
C -2.582 5.457 -3.496
C -3.289 4.540 -4.257
C -2.935 3.197 -4.224
C -1.885 2.777 -3.425
C 0.852 4.377 -0.711
C 2.163 4.833 -0.789
C 2.621 5.806 0.088
C 1.777 6.340 1.048
C 0.469 5.882 1.144
C 0.016 4.899 0.279
H 3.090 0.313 -4.696
H 3.923 2.295 -5.925
H 3.086 4.559 -5.301
H 1.474 4.795 -3.465
H -0.973 5.767 -2.118
H -2.852 6.506 -3.521
H -4.113 4.868 -4.877
H -3.480 2.476 -4.819
H -1.604 1.729 -3.401
H 2.844 4.412 -1.518
H 3.648 6.142 0.021
H 2.136 7.102 1.727
H -0.195 6.281 1.900
H -0.996 4.521 0.383
C -3.373 -3.171 1.218
C -2.118 -3.639 1.899
C -2.095 -4.800 2.652
C -0.865 -5.198 3.185
C 0.264 -4.452 2.964
C 0.178 -3.247 2.204
N -1.035 -2.887 1.697
N 1.206 -2.429 1.938
Si 2.685 -2.353 2.790
C 3.840 -3.837 2.485
C 3.588 -0.819 2.157
C 2.447 -2.146 4.663
H -4.269 -3.556 1.706
H -3.375 -3.514 0.180
H -3.420 -2.080 1.207
H -2.997 -5.376 2.808
H -0.798 -6.107 3.773
H 1.219 -4.769 3.358
H 3.899 -4.052 1.416
H 3.498 -4.745 2.986
H 4.849 -3.624 2.850
H 3.836 -0.920 1.097
H 4.510 -0.626 2.713
H 2.934 0.049 2.265
H 1.649 -2.794 5.031
H 2.168 -1.115 4.899
H 3.357 -2.381 5.219
N 2.728 -3.752 -1.722
C 2.115 -4.659 -2.504
N 2.875 -5.647 -3.034
N 0.829 -4.671 -2.796
C 0.080 -3.797 -2.157
N -0.617 -3.076 -1.577
H 3.734 -3.715 -1.752
H 2.298 -2.840 -1.658
H 3.774 -5.848 -2.635
H 2.364 -6.420 -3.425
N 3.402 2.026 0.192
C 2.758 2.473 1.306
N 3.542 3.081 2.257
O 1.540 2.414 1.422
H 4.393 1.862 0.233
H 2.869 1.375 -0.376
H 4.520 2.853 2.317
H 3.072 3.268 3.126
```

Output
Frontier orbital gap (Eh): 0.2500
Relative energy (zero: lowest compared OMol25 entry of this formula, charge and spin) (kcal/mol): 24.4
LUMO (Eh): 0.012
HOMO energy (eV): -6.5


A cluster of 7 separate species, C34H50Cl2O23S in total. Source: the OMol25 dataset; level of theory: ωB97M-V with the def2-TZVPD basis set.

```
110
Properties=species:S:1:pos:R:3
C -1.386 -8.080 -1.121
C -1.372 -6.533 -1.595
Cl -0.267 -6.136 -2.982
C -2.159 -5.530 -0.989
Cl -3.272 -6.105 0.371
C -2.174 -3.980 -1.365
O -0.957 -3.326 -1.787
C -0.069 -3.097 -0.700
O 0.148 -3.877 0.248
C 0.771 -1.713 -0.752
C 2.040 -1.705 -1.628
C 2.925 -0.420 -1.799
C 2.477 0.842 -1.031
C 1.203 0.830 -0.155
C 0.335 -0.440 0.010
C -2.826 -3.132 -0.140
C -4.428 -2.976 -0.375
S -4.775 -1.129 -0.366
C -5.428 -3.523 0.756
C -4.886 -3.283 2.257
O -4.692 -4.308 2.962
O -4.641 -3.617 -1.673
C -3.400 -3.715 -2.411
O -3.329 -3.575 -3.642
H -0.842 -8.759 -1.856
H -2.441 -8.414 -0.857
H -0.752 -8.089 -0.153
H 2.379 -2.636 -2.186
H 3.847 -0.421 -2.463
H 3.106 1.790 -1.108
H 0.847 1.770 0.400
H -0.631 -0.482 0.633
H -2.506 -2.024 -0.065
H -2.484 -3.506 0.899
H -3.925 -0.483 0.539
H -6.385 -2.878 0.675
H -5.724 -4.612 0.557
H -4.739 -2.213 2.648
C -2.470 3.073 4.982
O -3.028 1.832 4.553
C -2.335 0.750 4.951
O -1.327 0.758 5.612
O -2.965 -0.342 4.483
C -2.336 -1.576 4.831
H -3.109 3.873 4.604
H -2.451 3.131 6.072
H -1.468 3.208 4.570
H -2.312 -1.705 5.916
H -1.328 -1.627 4.413
H -2.928 -2.386 4.402
C 1.912 5.362 -2.344
O 2.134 4.944 -0.996
C 2.492 5.939 -0.167
O 2.630 7.099 -0.470
O 2.669 5.416 1.058
C 3.055 6.367 2.049
H 1.630 4.484 -2.926
H 1.094 6.085 -2.393
H 2.825 5.781 -2.772
H 2.284 7.130 2.173
H 4.013 6.824 1.792
H 3.169 5.835 2.994
C -2.607 5.942 -4.174
O -3.196 4.721 -4.614
C -2.543 3.617 -4.211
O -1.544 3.588 -3.536
O -3.192 2.547 -4.687
C -2.583 1.309 -4.326
H -3.216 6.762 -4.557
H -2.602 5.996 -3.083
H -1.595 6.048 -4.571
H -2.569 1.188 -3.240
H -1.572 1.244 -4.735
H -3.180 0.503 -4.754
C -6.649 -3.064 10.569
O -6.985 -2.354 9.378
C -5.924 -1.890 8.696
O -4.767 -2.026 9.007
O -6.379 -1.247 7.607
C -5.352 -0.698 6.784
H -7.579 -3.391 11.035
H -6.051 -3.947 10.335
H -6.121 -2.414 11.269
H -4.703 -1.487 6.400
H -4.773 0.047 7.334
H -5.831 -0.204 5.937
C 5.163 -5.005 -3.456
O 6.413 -4.608 -4.016
C 6.758 -3.338 -3.751
O 6.114 -2.549 -3.103
O 7.945 -3.098 -4.332
C 8.437 -1.775 -4.131
H 4.988 -6.045 -3.734
H 5.190 -4.938 -2.366
H 4.350 -4.398 -3.860
H 8.595 -1.579 -3.068
H 7.754 -1.039 -4.562
H 9.397 -1.695 -4.643
C 7.239 3.383 -5.491
O 6.688 3.586 -4.190
C 6.582 4.877 -3.834
O 6.903 5.827 -4.504
O 6.054 4.925 -2.599
C 5.881 6.246 -2.087
H 7.278 2.308 -5.671
H 6.604 3.839 -6.254
H 8.255 3.779 -5.545
H 5.192 6.816 -2.715
H 6.843 6.757 -2.006
H 5.450 6.165 -1.089
```

Output
Frontier orbital gap (Eh): 0.3354
LUMO (Eh): 0.001
SMILES string: C/C(Cl)=C(\Cl)[C@]1(OC(=O)c2ccccc2)C[C@](S)(CC=O)OC1=O.COC(=O)OC.COC(=O)OC.COC(=O)OC.COC(=O)OC.COC(=O)OC.COC(=O)OC
HOMO energy (eV): -9.1